No. 1
A structure of composition C12H33AlNO3S at a distorted geometry. Source: the OMol25 dataset; level of theory: ωB97M-V/def2-TZVPD.

Geometry as ORCA input:
```
! RIJCOSX wB97M-V def2-TZVPD def2/J DEFGRID3
* xyz -1 1
S 0.996 -0.506 -1.425
Al -1.128 0.253 -0.912
O 6.165 2.340 2.596
O -6.541 -2.322 -5.684
O 0.889 0.590 3.412
N -1.561 -0.247 0.909
C -4.828 -2.515 -3.700
C 8.197 1.350 3.414
C 6.697 1.182 3.234
C -2.483 -0.583 -2.269
C 2.006 1.325 2.918
C -4.765 -1.919 -2.138
C -7.833 -1.677 -6.070
C 1.511 2.568 2.195
C 6.374 -0.046 2.398
C 2.924 1.685 4.075
C -3.218 -1.912 -1.595
C -6.344 -2.074 -4.247
H -7.711 -1.037 -7.070
H 8.416 2.245 4.007
H 1.838 0.573 -1.015
H 3.262 0.781 4.593
H 3.801 2.238 3.726
H 6.587 2.423 1.725
H -6.396 -0.898 -4.050
H -1.904 -0.854 -3.266
H 6.216 1.097 4.214
H 0.935 3.211 2.870
H -2.646 -2.884 -1.956
H -3.230 -1.817 -0.410
H -8.222 -0.916 -5.241
H 6.808 0.037 1.395
H -3.294 0.222 -2.557
H 2.347 3.147 1.789
H 0.410 1.158 4.038
H 2.398 2.296 4.817
H -5.505 -2.588 -1.524
H 0.842 2.294 1.372
H 8.696 1.483 2.447
H -4.683 -3.679 -3.680
H -2.350 0.320 1.299
H -1.204 1.829 -1.178
H 2.539 0.677 2.213
H -8.642 -2.519 -6.175
H 6.756 -0.957 2.870
H 8.635 0.482 3.917
H -5.232 -0.823 -2.132
H 5.291 -0.148 2.266
H -3.960 -1.998 -4.324
H -0.711 -0.209 1.530
H -7.144 -2.675 -3.623
*
```

As for the HOMO-LUMO gap: 6.82 eV. For the energy above the lowest of the compared OMol25 structures with the same formula, charge and spin, the calculation gives 70.7 kcal/mol. For the calculated total energy, the calculation gives -38043.8895 eV. The largest force on an atom is 2.80 eV Å⁻¹. Its LUMO energy is 2.444 eV. The calculation puts the HOMO energy at -4.38 eV.


No. 2
A structure of composition C12H33ClFeN3O3 at a distorted geometry. Source: the OMol25 dataset; level of theory: ωB97M-V/def2-TZVPD.

Geometry as ORCA input:
```
! RIJCOSX wB97M-V def2-TZVPD def2/J DEFGRID3
* xyz 1 9
Fe 16.897 -27.613 -1.389
Cl 14.781 -27.583 -2.696
O 11.877 -26.522 -6.589
O 14.065 -31.512 -6.592
O 14.113 -34.165 -1.378
N 16.111 -30.017 -4.967
N 14.862 -30.807 -2.285
N 11.678 -26.697 -3.635
C 12.850 -31.767 -3.265
C 14.685 -33.218 -2.246
C 14.298 -30.151 -6.702
C 14.511 -35.485 -1.706
C 12.010 -24.289 -3.608
C 12.599 -25.768 -5.639
C 13.916 -31.891 -2.190
C 11.656 -25.525 -4.428
C 16.761 -30.559 -7.228
C 12.789 -31.933 -6.988
C 12.538 -26.569 -7.853
C 15.758 -29.796 -6.384
H 12.023 -31.271 -6.566
H 13.483 -27.123 -7.859
H 15.561 -35.617 -1.427
H 14.722 -33.623 -3.261
H 13.501 -31.761 -1.173
H 12.132 -32.579 -3.121
H 12.658 -32.033 -8.069
H 11.917 -27.296 -8.389
H 10.695 -25.392 -4.936
H 14.194 -29.804 -7.746
H 12.562 -32.930 -6.607
H 17.745 -30.707 -6.792
H 15.733 -33.092 -1.950
H 12.623 -25.585 -8.308
H 15.514 -29.485 -4.325
H 16.781 -30.162 -8.243
H 11.947 -23.370 -4.194
H 14.329 -35.691 -2.765
H 15.362 -30.693 -1.370
H 13.633 -29.536 -6.076
H 13.898 -36.184 -1.141
H 13.034 -24.349 -3.242
H 15.792 -30.951 -4.683
H 11.582 -27.574 -4.165
H 11.228 -24.136 -2.865
H 14.524 -29.860 -2.523
H 12.948 -24.836 -6.100
H 13.236 -31.831 -4.281
H 12.251 -30.866 -3.118
H 15.834 -28.715 -6.529
H 16.434 -31.600 -7.339
H 12.528 -26.850 -3.068
H 13.547 -26.259 -5.377
*
```

As for the HOMO-LUMO gap (alpha / beta): 3.49 / 4.28 eV. For the energy above the lowest of the compared OMol25 structures with the same formula, charge and spin, the calculation gives 40.9 kcal/mol. For the calculated total energy, the calculation gives -70484.5746 eV. The largest force on an atom is 2.73 eV Å⁻¹. Its LUMO energy (alpha / beta) is -2.657 / -7.758 eV. The expectation value of S² is 20.012. The calculation puts the HOMO energy (alpha / beta) at -6.15 / -12.04 eV.


No. 3
A structure of composition C12H33ClN3O3Pd2 at a distorted geometry. Source: the OMol25 dataset; level of theory: ωB97M-V/def2-TZVPD.

Geometry as ORCA input:
```
! RIJCOSX wB97M-V def2-TZVPD def2/J DEFGRID3
* xyz 3 5
Pd -1.640 -0.816 -3.712
Pd 2.131 -1.676 -2.109
Cl -0.311 -1.164 -1.663
O 1.399 4.002 2.822
O -3.386 -0.811 -2.436
O 2.688 -2.250 1.552
N 2.417 -3.443 -0.902
N -2.056 1.305 -3.524
N 1.366 1.771 -0.075
C -3.294 2.940 -2.106
C 2.110 -3.533 1.543
C 1.443 -3.735 0.210
C 0.878 2.278 1.206
C -3.961 0.500 -2.276
C 0.900 1.202 2.284
C 1.783 3.464 1.585
C 3.156 -1.881 2.854
C 1.868 5.264 3.211
C -4.295 -1.916 -2.162
C 0.857 -5.119 0.072
C -2.830 1.486 -2.261
H -3.895 3.265 -2.950
H -0.156 2.661 1.207
H 0.637 -3.000 0.156
H 3.682 -2.707 3.336
H -4.486 0.547 -1.320
H -5.041 -1.996 -2.951
H -1.268 1.946 -3.603
H 0.484 1.593 3.214
H -2.423 3.559 -1.901
H 1.321 -3.613 2.306
H 0.116 -5.285 0.857
H 3.355 -3.394 -0.503
H -3.883 3.000 -1.188
H 1.603 6.024 2.462
H 1.893 0.792 2.457
H 2.448 -4.250 -1.524
H 0.771 1.024 -0.429
H 1.746 4.280 0.846
H -2.674 1.577 -4.295
H 2.843 3.152 1.643
H 2.841 -4.322 1.768
H 1.615 -5.898 0.146
H 2.330 -1.526 3.471
H -4.689 0.695 -3.070
H 2.977 5.230 3.238
H -2.143 1.273 -1.441
H 3.898 -1.092 2.727
H -3.705 -2.829 -2.145
H 0.297 -5.210 -0.861
H 1.307 2.522 -0.760
H -4.755 -1.751 -1.191
H 1.482 5.485 4.199
H 0.245 0.381 1.986
*
```

As for the HOMO-LUMO gap (alpha / beta): 7.63 / 4.02 eV. For the energy above the lowest of the compared OMol25 structures with the same formula, charge and spin, the calculation gives 0.0 kcal/mol. For the calculated total energy, the calculation gives -43042.9922 eV. The largest force on an atom is 1.19 eV Å⁻¹. Its LUMO energy (alpha / beta) is -9.271 / -12.883 eV. The expectation value of S² is 6.011. The calculation puts the HOMO energy (alpha / beta) at -16.90 / -16.90 eV.


No. 4
A structure of composition C12H33CuN3O11S2 at a distorted geometry. Source: the OMol25 dataset; level of theory: ωB97M-V/def2-TZVPD.

Geometry as ORCA input:
```
! RIJCOSX wB97M-V def2-TZVPD def2/J DEFGRID3
* xyz -3 1
Cu 2.561 -0.423 -0.694
S 3.128 3.078 1.984
S 6.932 -2.358 1.418
O 7.533 -3.659 1.562
O 2.420 4.325 1.881
O 2.106 -0.112 -4.599
O 8.057 -1.464 1.240
O 0.657 -3.538 6.210
O -6.600 3.595 -1.384
O 6.245 -1.993 2.615
O 3.927 3.069 3.178
O 2.144 2.023 2.090
O 3.996 2.781 0.909
O 6.117 -2.229 0.294
N -3.627 1.319 -1.240
N 1.302 -4.096 3.368
N 1.302 2.531 -3.425
C 0.008 -4.518 5.382
C 2.210 -5.711 4.964
C 2.499 1.230 -5.047
C -4.768 1.864 -1.934
C 0.902 -5.120 4.309
C 1.106 -0.684 -5.406
C 1.815 3.641 -5.565
C 1.476 2.303 -4.900
C -5.349 2.967 -0.974
C -5.881 0.916 -2.075
C -6.962 4.552 -0.398
C -0.326 -2.861 7.025
H -6.276 5.397 -0.468
H 2.163 3.618 -6.598
H -1.168 -2.414 6.497
H 3.123 -5.473 4.420
H 1.029 4.362 -5.338
H 0.151 -0.189 -5.581
H -4.629 3.784 -0.918
H 0.415 -5.902 3.726
H 0.784 3.382 -3.256
H 2.223 2.712 -3.052
H -2.820 1.697 -1.715
H -6.613 1.363 -2.747
H 2.045 -6.786 5.042
H -6.376 0.702 -1.128
H -4.478 2.184 -2.935
H 1.521 -1.030 -6.352
H 3.312 1.444 -4.352
H 0.554 1.919 -5.336
H -0.988 -4.196 5.078
H 2.367 -5.303 5.963
H 0.806 -1.599 -4.894
H -6.936 4.064 0.576
H -0.213 -5.348 6.053
H -5.548 0.011 -2.582
H 0.647 -4.103 2.599
H -7.949 4.977 -0.581
H 0.131 -2.222 7.781
H -0.838 -3.613 7.625
H 3.037 1.184 -5.994
H 2.591 4.167 -5.008
H -5.563 2.566 0.016
H 2.119 -4.580 3.023
H -3.554 1.796 -0.352
*
```

As for the HOMO-LUMO gap: 2.08 eV. For the energy above the lowest of the compared OMol25 structures with the same formula, charge and spin, the calculation gives 181.6 kcal/mol. For the calculated total energy, the calculation gives -106269.4983 eV. The largest force on an atom is 7.15 eV Å⁻¹. Its LUMO energy is 4.427 eV. The calculation puts the HOMO energy at 2.35 eV.